No. 1
{"formula": "C12H8Cl2N15O5RuSSe", "method": "wB97M-V/def2-TZVPD", "species": ["C", "C", "H", "C", "S", "O", "C", "H", "C", "C", "O", "Cl", "N", "H", "N", "H", "N", "N", "C", "N", "N", "Ru", "H", "C", "H", "N", "N", "N", "N", "H", "O", "Cl", "O", "Se", "O", "N", "N", "C", "N", "H", "C", "C", "N", "N", "C"], "positions_angstrom": [[-0.54988, 1.28304, 4.25613], [-1.94624, 1.38515, -1.76855], [1.00409, 4.48933, 1.28106], [-1.60275, -3.87806, 1.79477], [1.76828, 2.63597, 0.07007], [-0.86890, -0.85022, 3.31502], [-3.44528, -2.64500, 0.89745], [-4.48924, -2.47410, 0.67993], [-0.53008, -0.17960, -2.89426], [-0.50588, 0.29473, 3.06742], [2.43315, 3.44008, -0.92907], [-1.91899, 2.40788, 4.04578], [-0.00155, -0.76753, -1.82618], [-2.87121, -0.77180, -0.00415], [0.56015, -3.06077, 1.58355], [-0.72778, 0.73320, 5.17095], [1.34876, -1.18448, 0.55232], [-1.68796, 0.96820, -0.52683], [-2.50095, -1.65430, 0.49407], [-0.37085, -0.91599, -3.97757], [-1.19006, -4.94000, 2.42449], [0.00380, -0.06356, 0.09872], [-0.06087, 3.06460, 1.49534], [0.50694, 3.65784, 0.78429], [-1.61873, 1.28510, -3.74906], [3.35325, -4.50267, 3.05095], [-1.21755, -1.69459, 0.69721], [0.49681, -1.94021, -2.27184], [-2.65734, 1.52660, 0.24447], [-3.65976, -4.51815, 1.90478], [0.97729, 1.55094, -0.64601], [0.96998, 2.17552, 4.44071], [-0.11406, 0.81541, 1.98309], [0.50185, -5.21264, 2.78617], [2.57593, 2.10750, 1.13749], [-3.41356, 2.23309, -0.51157], [-3.00716, 2.16894, -1.80274], [3.06922, -3.54872, 2.44178], [0.28722, -2.01098, -3.53850], [-0.13174, 4.01731, -0.02056], [1.63988, -2.18876, 1.30407], [-0.68027, -2.82802, 1.34397], [2.85679, -2.45612, 1.75855], [-1.19711, 1.03548, -2.86975], [-3.00474, -3.73363, 1.54965]], "forces_ev_per_angstrom": [[0.0297, -0.0027, -0.0174], [0.0055, 0.0227, 0.0405], [0.0010, -0.0081, -0.0014], [-0.0270, 0.0343, -0.0054], [-0.1081, -0.0150, -0.0096], [0.0125, -0.0300, 0.0087], [0.0361, 0.0327, -0.0086], [-0.0012, 0.0068, -0.0038], [0.0614, -0.0900, -0.0057], [-0.0485, 0.0565, -0.0020], [0.0181, 0.0138, -0.0069], [-0.0019, -0.0045, -0.0025], [0.0183, -0.0227, -0.0632], [-0.0001, -0.0136, 0.0030], [0.0161, -0.0066, -0.0109], [0.0019, -0.0063, -0.0009], [0.0692, 0.0172, -0.0540], [-0.1382, 0.0629, 0.0012], [-0.0533, 0.0194, -0.0129], [-0.0042, 0.0387, -0.0140], [0.0304, -0.0602, 0.0240], [-0.0762, -0.0822, 0.1720], [-0.0069, -0.0212, 0.0119], [0.0082, 0.0000, -0.0145], [0.0093, 0.0197, -0.0161], [-0.0079, 0.0173, -0.0112], [0.1284, 0.0283, -0.0189], [0.0386, 0.0090, 0.0822], [0.0896, 0.0474, 0.0123], [0.0148, -0.0106, -0.0002], [0.0920, -0.0350, 0.0207], [-0.0081, -0.0012, 0.0016], [0.0269, -0.0105, -0.0340], [-0.0036, -0.0073, 0.0191], [0.0221, 0.0298, -0.0037], [-0.0714, -0.0572, -0.0479], [0.0311, 0.0475, 0.0168], [0.0237, -0.0105, 0.0101], [-0.0431, 0.0111, -0.0176], [0.0042, -0.0035, 0.0014], [0.0205, -0.0583, 0.0524], [-0.1130, 0.0397, -0.0554], [-0.0562, 0.0101, -0.0230], [-0.0669, -0.0011, -0.0308], [0.0263, -0.0068, 0.0147]], "s_squared": 1.196, "homo_lumo_gap_ev": [5.700, 5.888], "total_energy_ha": -5474.6075, "e_above_lowest_kj_mol": 156.6, "homo_ev": [-3.0323, -3.1837], "spin_multiplicity": 2, "total_charge": -2}

No. 2
{"formula": "C12H8ClGaO3S5Se", "method": "wB97M-V/def2-TZVPD", "species": ["C", "C", "C", "C", "H", "S", "H", "C", "O", "Ga", "H", "H", "S", "C", "S", "C", "O", "Cl", "C", "C", "H", "S", "Se", "C", "C", "O", "H", "S", "H", "H", "C"], "positions_angstrom": [[-3.57762, 0.34419, 0.28429], [-1.73572, 2.85997, 1.66448], [-3.97067, 3.80498, 2.96511], [-4.13778, 2.95622, 1.87993], [-0.58033, 3.98461, 3.05655], [0.98592, -1.56111, -4.34702], [-5.91140, 1.75567, 1.91555], [-1.57293, 3.71022, 2.73735], [-1.42252, -0.51434, 0.88742], [0.17225, 0.16871, 0.10660], [-0.86486, 2.49188, 1.14024], [-3.62931, -0.06052, -0.73299], [0.60626, -1.64918, -1.41563], [-5.53398, 2.65038, 1.42012], [1.07309, -0.35319, -7.06497], [-2.99626, 2.45222, 1.24183], [-3.20690, -1.35158, 1.91831], [-2.54669, 5.21590, 4.75800], [-2.70482, 4.15859, 3.39134], [0.80931, -0.22826, -5.44158], [-4.83856, 4.19798, 3.47683], [0.29439, 1.22824, -4.64480], [1.63128, 0.91358, 1.65765], [0.20836, 0.58919, -3.00685], [0.54330, -0.72225, -2.86754], [-3.05306, 1.64999, 0.12874], [-6.20271, 3.47500, 1.66493], [-0.27888, 1.67999, -1.76617], [-5.55971, 2.48989, 0.34529], [-4.57513, 0.33512, 0.73406], [-2.66972, -0.59707, 1.12735]], "forces_ev_per_angstrom": [[0.1919, -0.4633, 0.2148], [-0.0681, -0.2116, -0.3050], [0.1780, -0.0008, 0.0698], [0.0039, -0.0919, -0.1693], [0.0825, 0.0335, 0.0667], [-0.1243, 0.7789, -0.1463], [-0.0948, -0.0948, -0.0597], [-0.1514, -0.0257, 0.0796], [0.0405, -0.2322, 0.1737], [0.4524, 0.0578, -0.4914], [0.1201, -0.0366, 0.0848], [-0.0127, 0.0292, 0.1601], [-0.1453, 0.0568, 0.6036], [0.0582, -0.0971, -0.0139], [0.1025, 0.0162, -0.5342], [0.0398, 0.1256, 0.1230], [-0.2207, -0.3159, 0.1897], [0.0383, 0.2973, 0.3756], [0.0146, -0.1058, -0.2389], [-0.2273, 0.0215, 0.6918], [-0.0441, 0.0386, 0.0264], [0.2322, -0.8212, -0.0084], [0.0055, 0.0779, 0.0284], [0.1797, -0.4916, -0.3415], [-0.0053, 0.4120, -0.5033], [-0.2459, 0.4343, 0.0402], [-0.0153, 0.0386, 0.0126], [-0.1735, -0.0950, 0.5686], [-0.0289, -0.0710, -0.0896], [0.1009, 0.0714, -0.0505], [-0.2834, 0.6649, -0.5572]], "homo_lumo_gap_ev": 5.215, "total_energy_ha": -7465.3574, "homo_ev": -1.0705, "total_charge": -2}

No. 3
{"formula": "C12H8N5PdS4", "method": "wB97M-V/def2-TZVPD", "species": ["H", "C", "C", "C", "C", "S", "H", "S", "C", "C", "C", "N", "H", "C", "H", "C", "H", "N", "C", "N", "H", "S", "H", "C", "H", "C", "S", "N", "Pd", "N"], "positions_angstrom": [[-2.86936, -3.10961, -2.37009], [4.94784, -1.81870, -0.78580], [-4.13425, -1.00885, -0.03963], [-0.14096, 3.03901, 2.24968], [-4.11203, -2.02693, -0.99079], [4.28839, -0.86017, -2.18520], [5.93076, -2.16992, -1.09223], [-0.75696, 1.66745, 1.39367], [-1.18931, 3.74941, 2.89722], [-2.95796, -0.33134, 0.22183], [1.35462, 4.68410, 3.16609], [1.55723, 5.63811, 3.77958], [4.29357, -2.66538, -0.59250], [1.15660, 3.49198, 2.39529], [-0.32773, -2.66734, -2.60860], [2.65019, -0.60750, -1.56770], [5.02897, -1.18532, 0.09371], [0.51289, -1.14103, -1.51573], [-2.92987, -2.32721, -1.62461], [1.71641, -1.39148, -2.03551], [-5.04407, -0.74966, 0.48089], [2.40874, 0.64227, -0.39337], [-2.92613, 0.47907, 0.94264], [-0.49538, -1.87950, -1.88520], [-5.01784, -2.57178, -1.22360], [-1.76785, -1.61300, -1.30404], [2.55648, 2.78002, 1.76135], [-2.07022, 4.29236, 3.41096], [0.14897, 0.27312, -0.19562], [-1.81172, -0.61216, -0.38270]], "forces_ev_per_angstrom": [[-0.0313, -0.0055, 0.0208], [-0.1802, 0.2084, -0.1098], [-0.0112, -0.3827, -0.3284], [0.7530, 0.6416, 0.2163], [-0.2508, 0.2960, 0.3368], [0.2353, -0.1531, -0.0576], [0.0191, -0.0081, 0.0213], [-0.1658, -0.6222, -0.3501], [-0.3150, 0.1182, 0.0494], [-0.0669, 0.2483, 0.1886], [-0.0024, 0.4086, 0.2981], [-0.0211, -0.0562, -0.0410], [0.0547, -0.0420, 0.0310], [-0.2963, -0.6746, -0.3243], [-0.0536, -0.0299, -0.0298], [-0.6757, 0.6250, 0.7563], [0.0147, -0.0396, 0.0301], [-0.9132, -0.1753, 0.0331], [0.6222, -0.0660, -0.2153], [0.7002, -0.6641, -0.8034], [0.0299, 0.0556, 0.0327], [-0.0257, -0.2760, -0.3475], [0.1051, 0.0096, -0.0164], [1.2149, 0.1515, -0.2641], [0.0260, -0.0252, -0.0356], [-1.1404, 0.3374, 0.6740], [0.0824, 0.0482, -0.0069], [0.0561, -0.0423, -0.0249], [0.0546, 0.3240, 0.6191], [0.1813, -0.2096, -0.3524]], "homo_lumo_gap_ev": 4.164, "total_energy_ha": -2456.5406, "e_above_lowest_kj_mol": 121.1, "homo_ev": -3.4397, "total_charge": -1}

No. 4
{"formula": "C12H9BrCeClNO3S", "method": "wB97M-V/def2-TZVPD", "species": ["C", "C", "C", "C", "N", "H", "C", "S", "C", "H", "H", "C", "H", "H", "H", "H", "H", "O", "O", "C", "Ce", "C", "Cl", "H", "C", "O", "Br", "C", "C"], "positions_angstrom": [[4.15459, -0.08713, 0.54045], [-4.55023, 0.60672, -0.32422], [5.49371, 0.76079, -1.26039], [-2.39115, -0.44126, 1.05423], [3.18467, -0.52590, -0.28197], [-5.38417, 0.13297, 3.42005], [-2.27094, -0.12764, -0.29575], [-0.76752, -0.34240, -1.19628], [5.31138, 0.52067, 0.10860], [6.05926, 0.81618, 0.82806], [3.98816, -0.23968, 1.60086], [-3.35862, 0.40632, -0.98440], [7.20216, 1.62557, -1.11868], [-5.40903, 1.00250, -0.84439], [-1.51096, -0.85566, 1.59496], [-3.65194, -0.48282, 2.76319], [-3.25097, 0.65686, -2.02849], [-6.97207, 0.85624, 0.94469], [6.53325, 1.37990, -1.77572], [-3.58858, -0.22479, 1.71543], [0.96331, -1.99124, 0.06029], [-4.68515, 0.29592, 1.03022], [2.53013, -3.82975, -0.45780], [4.59993, 0.43922, -3.19567], [4.49642, 0.28955, -2.13343], [-6.19408, 0.35940, 2.94914], [2.09793, -1.17598, -2.75108], [-6.04458, 0.53426, 1.63124], [3.41511, -0.35881, -1.59315]], "forces_ev_per_angstrom": [[-0.0740, -0.0108, -0.0249], [-0.1345, -0.0271, 0.1755], [-0.9106, -0.5806, 0.5080], [0.5166, -0.2009, 0.1053], [-0.1546, -0.1919, -0.4055], [0.0262, 0.0517, -0.2358], [0.1376, -0.0131, -0.0052], [0.4688, -0.3457, -0.0254], [-0.0175, 0.0691, -0.1070], [0.0408, 0.0740, 0.0849], [0.0359, 0.0142, -0.0513], [0.1362, -0.1020, 0.1997], [-0.2097, -0.0585, -0.0412], [-0.0655, 0.0409, -0.0087], [-0.7016, 0.3450, -0.1793], [0.0155, -0.0436, 0.0950], [-0.0327, 0.0107, -0.0757], [0.0144, -0.0147, 0.2766], [0.4811, 0.2262, -0.2868], [-0.2062, -0.0148, 0.0030], [-0.1800, 1.1875, -0.1950], [0.2168, -0.0196, -0.0831], [0.2504, -0.7315, -0.0586], [0.0034, -0.0733, -0.1073], [0.1399, 0.0936, -0.0348], [-0.2587, 0.0029, 0.4219], [0.4926, 0.5070, 0.3125], [0.1996, -0.0414, -0.4533], [-0.2303, -0.1530, 0.1964]], "s_squared": 0.752, "homo_lumo_gap_ev": [6.867, 6.887], "total_energy_ha": -4650.5420, "homo_ev": [-11.2937, -11.2937], "spin_multiplicity": 2, "total_charge": 1}

No. 5
{"formula": "C12H9CuF6NO4S", "method": "wB97M-V/def2-TZVPD", "species": ["C", "C", "H", "H", "H", "S", "Cu", "C", "C", "C", "F", "H", "H", "C", "H", "N", "C", "F", "F", "H", "C", "C", "C", "F", "O", "O", "F", "C", "C", "H", "F", "O", "O", "H"], "positions_angstrom": [[2.14989, 0.95710, 0.07631], [3.89637, 2.62806, -1.34325], [4.76020, 3.08307, 0.56521], [-5.31530, -0.05463, 2.54044], [-3.20329, 0.42023, -0.26408], [-2.68723, -3.76916, 0.77245], [-0.92729, -1.63733, 2.11921], [4.00292, 2.52144, 0.03519], [-1.57415, -3.64400, -0.70201], [2.06316, 1.07370, -1.32009], [-1.31736, -2.37069, -1.02465], [1.31076, 0.49770, -1.84206], [-5.29602, 0.43057, 0.82389], [1.25482, 0.11474, 0.80073], [-5.16759, -1.28683, 1.27929], [-2.72769, 0.31816, 0.61494], [3.13943, 1.69567, 0.73509], [5.51814, 2.83391, -3.05503], [5.70002, 4.16353, -1.35799], [3.21931, 1.61125, 1.81026], [4.80597, 3.51548, -2.12885], [0.49596, -0.59968, 1.44068], [-4.89739, -0.26806, 1.55901], [4.12856, 4.46504, -2.81501], [-3.66609, -2.73043, 0.54069], [-1.77975, -3.49531, 1.89867], [-0.40903, -4.26045, -0.48310], [2.92175, 1.89835, -2.01787], [-3.39884, -0.23252, 1.65163], [-1.72119, 0.17579, 0.58886], [-2.14655, -4.21960, -1.77152], [-2.82134, -0.68085, 2.63878], [-3.15054, -5.12860, 0.72960], [2.83937, 1.97433, -3.09541]], "forces_ev_per_angstrom": [[-0.0323, -0.0600, 0.0414], [-0.0021, 0.0089, -0.0299], [-0.0006, 0.0058, -0.0102], [0.0006, 0.0269, 0.0062], [0.0075, -0.0051, 0.0032], [0.0949, -0.0944, 0.2507], [0.2063, -0.0996, -0.0869], [-0.0022, -0.0158, 0.0457], [-0.0234, -0.0825, 0.0176], [0.0055, -0.0064, 0.0100], [0.0334, 0.0565, 0.0236], [0.0002, 0.0103, -0.0010], [0.0165, 0.0166, -0.0016], [0.0468, 0.0432, 0.0421], [0.0085, 0.0853, 0.0160], [0.0253, -0.0024, -0.0253], [0.0346, 0.0294, 0.0017], [0.0084, -0.0020, -0.0182], [0.0060, 0.0077, -0.0084], [-0.0041, 0.0014, 0.0001], [-0.0398, -0.0365, 0.0566], [-0.1141, 0.0512, -0.0499], [-0.1041, 0.0640, 0.0363], [0.0074, 0.0142, -0.0159], [0.0661, -0.2433, -0.1943], [-0.1268, 0.1226, -0.1796], [-0.0183, -0.0015, -0.0246], [-0.0062, -0.0133, -0.0340], [0.0091, -0.0285, -0.0003], [-0.0437, 0.0283, 0.0208], [-0.0181, 0.0322, 0.0076], [-0.0504, 0.0241, 0.0897], [-0.0005, 0.0494, 0.0076], [0.0095, 0.0130, 0.0032]], "homo_lumo_gap_ev": 7.890, "total_energy_ha": -3456.3871, "homo_ev": -5.0647, "total_charge": -1}

Q: Number 4 is which compound?
A: C12H9BrCeClNO3S